# 1
Below is C20H19Cl2LiN3O2S as an isolated structure at a distorted geometry, with properties calculated with ωB97M-V/def2-TZVPD.

```
! RIJCOSX wB97M-V def2-TZVPD def2/J DEFGRID3
* xyz -1 1
Li -0.90111 -0.05895 0.71438
C -3.79191 0.66125 3.60958
C -2.78721 0.94625 2.48748
O -2.42261 -0.04655 1.78698
C -2.31321 2.23375 2.36688
C -1.30601 2.61155 1.43818
C -0.44861 3.82045 1.73808
N -1.13181 1.91915 0.36548
N -0.11431 2.21505 -0.51492
C 0.78449 1.28055 -0.58102
O 0.85089 0.24935 0.16498
C 1.82069 1.49375 -1.61662
C 1.60559 2.36615 -2.68052
C 2.60059 2.59045 -3.61082
C 3.81669 1.93035 -3.50482
C 4.02539 1.04075 -2.46312
C 3.03489 0.81945 -1.52652
H -4.53101 -0.05885 3.26188
H -4.29911 1.56375 3.94388
H -3.26681 0.22085 4.45728
H -2.59031 2.96185 3.11768
H -0.92521 4.46855 2.46998
H -0.26661 4.36535 0.81368
H 0.51889 3.49845 2.12378
H 0.65039 2.86605 -2.73802
H 2.43229 3.27905 -4.42932
H 4.59829 2.10715 -4.23332
H 4.97039 0.51885 -2.38302
H 3.19379 0.13665 -0.70212
Cl -1.46441 -0.63195 -2.03262
C -2.79051 0.44975 -1.64892
Cl -4.13981 -0.44025 -0.97012
H -3.13191 0.93795 -2.56422
H -2.41791 1.13955 -0.87952
S -1.60831 -4.73045 0.93658
C -1.82941 -2.99005 0.89318
N -0.80721 -2.31075 0.57478
C 0.28469 -3.08535 0.33188
C 1.54999 -2.62855 -0.02382
C 2.56519 -3.54735 -0.17932
C 2.33489 -4.91215 -0.00552
C 1.07719 -5.39025 0.31318
C 0.05449 -4.47145 0.48538
H -2.77851 -2.55995 1.13288
H 1.68619 -1.56285 -0.13482
H 3.55899 -3.20855 -0.43622
H 3.15479 -5.61015 -0.10722
H 0.89399 -6.44755 0.43848
*
```

Computed properties:
Energy above the lowest of the compared OMol25 structures with the same formula, charge and spin   4.5 kcal/mol
LUMO energy   2.49 eV
Frontier orbital gap   6.16 eV

Atom charges from the natural (NBO) analysis, given in e for atoms 1 to 4: atom 1 (Li): 0.85, atom 2 (C): -0.67, atom 3 (C): 0.48, atom 4 (O): -0.82


# 2
Below is a 5-piece molecular cluster, C20H19Cl4F3 overall at a distorted geometry, with properties calculated with ωB97M-V/def2-TZVPD.

```
! RIJCOSX wB97M-V def2-TZVPD def2/J DEFGRID3
* xyz 1 2
C 4.40555 2.03691 0.79814
Cl 5.54427 3.27983 0.33642
Cl 4.67562 1.37761 2.43991
H 3.35677 2.33212 0.82985
H 4.59395 1.15212 0.19008
C -3.99437 2.19313 -1.82057
Cl -5.08399 3.42951 -2.53581
Cl -4.87003 0.64838 -1.44231
H -3.19163 1.94048 -2.51329
H -3.48718 2.51764 -0.91198
F 3.49305 2.88716 -3.39175
C 3.88206 1.71532 -2.95860
C 2.93282 0.88646 -2.39236
C 3.30407 -0.33377 -1.93241
C 4.69396 -0.67998 -1.96972
C 5.63086 0.13807 -2.64977
C 5.21953 1.35690 -3.10377
H 1.91540 1.21597 -2.24175
H 2.49936 -0.84384 -1.42382
H 5.12452 -1.51678 -1.43982
H 6.61909 -0.29562 -2.69141
H 5.88988 2.03599 -3.60960
F -3.42630 -6.33905 0.75523
C -3.44450 -5.00566 0.80240
C -3.14578 -4.25804 -0.31949
C -3.21326 -2.87359 -0.32451
C -3.53216 -2.28639 0.91805
C -3.76199 -3.00731 2.09881
C -3.60226 -4.39049 2.02568
H -2.74066 -4.69535 -1.22007
H -2.89828 -2.24582 -1.14493
H -3.49035 -1.20726 0.90656
H -4.01668 -2.46287 2.99609
H -3.81441 -4.99865 2.89258
F 1.29772 0.86389 0.72476
C 0.15692 1.27043 1.34097
C -1.03270 1.01311 0.66819
C -2.23305 1.08342 1.32036
C -2.26320 1.49090 2.64901
C -1.09111 1.81553 3.34059
C 0.14095 1.69144 2.66637
H -0.84567 0.65237 -0.33244
H -3.18525 0.90125 0.84439
H -3.14056 1.53634 3.27716
H -0.94610 2.14051 4.36028
H 1.07511 1.83770 3.18827
*
```

Computed properties:
LUMO energy (spin up / spin down)   -4.66 / -8.71 eV
Expectation value of S²   0.767
Frontier orbital gap (spin up / spin down)   6.13 / 2.08 eV

Atom charges from the natural (NBO) analysis, given in e for atoms 1 to 4: atom 1 (C): -0.41, atom 2 (Cl): 0.01, atom 3 (Cl): -0.02, atom 4 (H): 0.24


# 3
Below is C20H19CoN5O2S as an isolated structure at a distorted geometry, with properties calculated with ωB97M-V/def2-TZVPD.

```
! RIJCOSX wB97M-V def2-TZVPD def2/J DEFGRID3
* xyz 0 2
Co 0.15150 -0.36860 0.28100
C 3.45160 4.17860 1.52800
C 3.86590 3.54220 0.20760
N 3.61220 2.11690 0.18430
C 2.39330 1.55300 0.21610
S 2.32400 -0.15400 -0.24360
N 1.31740 2.18530 0.55770
N 0.18500 1.48780 0.46720
C -0.95540 1.98190 0.94110
C -0.97800 3.25020 1.72660
C -2.10190 1.21810 0.59890
C -3.43710 1.60680 0.83330
C -4.46660 0.81500 0.39340
C -4.17590 -0.36020 -0.30960
C -2.84940 -0.70520 -0.48660
N -1.84200 0.03230 -0.04120
H 3.74250 5.22390 1.54000
H 3.92920 3.67110 2.36020
H 2.37640 4.09640 1.63790
H 4.93470 3.68340 0.03710
H 3.31980 4.02710 -0.61080
H 4.36740 1.49650 -0.05830
H -0.06670 3.30450 2.31900
H -1.83660 3.28440 2.38920
H -1.00190 4.12380 1.07060
H -3.63330 2.52700 1.35700
H -5.49280 1.09030 0.58670
H -4.96120 -0.99690 -0.68250
H -2.58500 -1.62530 -0.99510
O -0.17830 -2.22400 3.74440
C -0.07320 -1.84560 2.59290
O 0.01390 -0.62280 2.21890
C -0.03190 -2.84190 1.45040
C 0.00930 -4.21610 1.69970
C 0.03340 -5.09170 0.64730
C 0.03520 -4.57950 -0.66880
C 0.03810 -5.40530 -1.80830
C 0.03020 -4.86340 -3.06850
C 0.01620 -3.47470 -3.23770
C 0.01260 -2.64080 -2.14760
C 0.02320 -3.16720 -0.84370
N -0.01510 -2.32330 0.22110
H 0.01350 -4.54020 2.72750
H 0.04970 -6.16030 0.80450
H 0.04330 -6.47610 -1.66540
H 0.03010 -5.50970 -3.93430
H 0.00040 -3.05880 -4.23420
H -0.00380 -1.56240 -2.25740
*
```

Computed properties:
Energy above the lowest of the compared OMol25 structures with the same formula, charge and spin   6.6 kcal/mol
LUMO energy (spin up / spin down)   -0.58 / -0.71 eV
Expectation value of S²   0.777
Frontier orbital gap (spin up / spin down)   6.92 / 7.02 eV

Atom charges from the natural (NBO) analysis, given in e for atoms 1 to 4: atom 1 (Co): 1.00, atom 2 (C): -0.62, atom 3 (C): -0.21, atom 4 (N): -0.58